## P
ORCA calculation (ωB97M-V with the def2-TZVPD basis set) on a cluster of 2 separate species, C4H12NOS in total.

- Frontier orbital gap: 6.394 eV
- Total charge: -1
- HOMO: -0.104 Eh

Each line ends with the natural charge from an NBO analysis.
Element x y z (Å)
1 O -3.8935 -0.7364 -0.5202  -0.99
2 H 0.4901 1.8367 1.6724  0.24
3 H 2.0369 1.0161 0.9858  0.19
4 C 1.6988 -1.7351 -0.1369  -0.42
5 H -0.7025 0.9108 -1.7501  0.20
6 C -0.4631 1.3175 -0.7662  -0.52
7 H -3.5358 0.1311 -0.7950  0.50
8 H -3.3033 -0.8403 0.2359  0.46
9 N 1.0096 -0.6102 -0.7290  -0.63
10 S -2.0810 2.0368 -0.1906  -0.73
11 H -0.6060 -0.3655 0.5334  0.18
12 H 2.0246 -2.4195 -0.9233  0.19
13 H 0.9449 -2.3811 0.3994  0.18
14 H 2.3896 -1.6544 0.7158  0.16
15 H 1.6264 -0.0910 -1.3402  0.35
16 H 0.9376 0.1726 2.0653  0.19
17 C 0.1936 0.2830 0.1331  -0.07
18 C 0.9808 0.9509 1.2633  -0.64
19 H 0.2522 2.1780 -0.8527  0.17



## Q
ORCA calculation (ωB97M-V with the def2-TZVPD basis set) on a cluster of 2 separate species, C4H12NOS in total.

- Frontier orbital gap: 6.511 eV
- Total charge: -1
- HOMO: -0.106 Eh

Each line ends with the natural charge from an NBO analysis.
Element x y z (Å)
1 H 3.8953 1.5065 2.4970  0.45
2 H -2.8756 -1.4120 -2.3360  0.16
3 H 3.1114 0.7520 1.5622  0.50
4 H 0.2842 -0.3291 -1.7104  0.17
5 H -3.5856 -0.8761 -0.8000  0.22
6 H -2.5916 0.9891 1.1088  0.19
7 S 1.3884 1.2807 -0.3039  -0.70
8 O 3.6660 0.5707 2.3501  -0.98
9 H 1.0627 -1.1371 -0.4611  0.18
10 C -1.7753 0.8667 0.3376  -0.68
11 H -0.6370 -0.7210 1.1193  0.17
12 C -0.9114 -0.4853 0.1470  -0.02
13 C -3.0103 -1.7412 -1.2445  -0.44
14 H -3.2385 -2.8478 -1.3117  0.20
15 N -1.6226 -1.7154 -0.5295  -0.68
16 H -2.0987 1.0457 -0.6933  0.19
17 H -0.9484 -2.1413 -1.1996  0.34
18 H -0.9410 1.5865 0.5646  0.27
19 C 0.4269 -0.2176 -0.6686  -0.54



Energetically preferred structure: P | next structure: +116.4 kJ/mol



## P
ORCA calculation (ωB97M-V with the def2-TZVPD basis set) on the ion C4H7IN with charge +1.

- Frontier orbital gap (alpha / beta): 6.420 / 6.706 eV
- Total charge: +1
- HOMO (alpha / beta): -0.480 / -0.489 Eh

Each line ends with the natural charge from an NBO analysis.
Element x y z (Å)
1 H -4.4703 1.6959 0.0865  0.27
2 I -1.0200 -0.4633 -0.2837  0.83
3 H 4.0750 -0.7698 0.6836  0.24
4 H 3.5379 -0.7131 -1.1940  0.23
5 C 2.0386 -0.8834 0.4358  -0.06
6 N 0.9655 -1.0278 -0.4040  -0.65
7 H 1.1878 -0.8579 -1.3372  0.39
8 H -3.6680 0.6101 -1.0838  0.23
9 H -1.9413 1.5583 1.3762  0.24
10 C -3.5199 1.1920 -0.1889  -0.36
11 C 3.2882 -0.6814 -0.0837  -0.31
12 H 1.8804 -0.8203 1.4968  0.23
13 C -2.3538 1.1606 0.4965  -0.27



## Q
ORCA calculation (ωB97M-V with the def2-TZVPD basis set) on the ion C4H7IN with charge +1.

- Frontier orbital gap: 9.517 eV
- Total charge: +1
- HOMO: -0.481 Eh
- SMILES: IC1=CC[NH2+]C1

Each line ends with the natural charge from an NBO analysis.
Element x y z (Å)
1 H -1.4293 1.1544 0.4790  0.24
2 H 1.7949 -0.9651 1.2880  0.27
3 C 0.9901 -0.4846 0.7643  -0.27
4 H -1.5823 -0.5048 -1.2273  0.45
5 H -0.5078 1.9084 -0.8539  0.25
6 C -0.5874 1.0463 -0.2023  -0.27
7 H -0.8495 -1.5788 0.7236  0.24
8 C 0.7740 0.8194 0.6893  -0.17
9 H -0.0354 -0.1845 -1.7439  0.44
10 H 0.3172 -2.1335 -0.4978  0.25
11 C -0.0660 -1.2599 0.0286  -0.25
12 N -0.6397 -0.2478 -0.9152  -0.49
13 I 1.8213 2.4303 1.4678  0.31



Energetically preferred structure: Q | next structure: +417.5 kJ/mol



## P
ORCA calculation (ωB97M-V with the def2-TZVPD basis set) on a structure of composition C3H11O3.

- Frontier orbital gap: 8.496 eV
- Total charge: -1
- HOMO: -0.162 Eh

Each line ends with the natural charge from an NBO analysis.
Element x y z (Å)
1 C -1.5164 1.4466 0.5351  -0.45
2 C -2.6420 0.3248 0.7239  -0.63
3 H -0.0226 1.5284 -1.1686  0.12
4 H 2.2478 -1.5585 0.7021  0.49
5 C -0.6179 0.8405 -0.6246  0.05
6 O 2.3045 -1.0492 1.4810  -1.00
7 H 1.0161 -0.5969 -0.9638  0.50
8 H -3.5936 0.8714 0.8442  0.19
9 H -1.9705 2.4384 0.5413  0.18
10 H 1.5817 -0.2906 1.3586  0.50
11 H -1.5068 0.5512 -1.4318  0.03
12 H -0.8652 1.2797 1.4218  0.19
13 H -2.2586 -0.3758 1.4571  0.21
14 H -2.7147 -0.3124 -0.1945  0.21
15 O 0.0819 -0.1484 -0.2626  -0.85
16 O 1.9015 -1.1491 -1.7830  -1.15
17 H 2.4410 -0.4331 -1.8557  0.42



## Q
ORCA calculation (ωB97M-V with the def2-TZVPD basis set) on a cluster of 3 separate species, C3H11O3 in total.

- Frontier orbital gap: 8.071 eV
- Total charge: -1
- HOMO: -0.149 Eh

Each line ends with the natural charge from an NBO analysis.
Element x y z (Å)
1 H -0.6939 0.2416 1.1064  0.12
2 H 1.6936 0.2741 -0.8655  0.20
3 O -1.4446 -0.9811 -2.5596  -1.06
4 C 1.4648 2.0523 0.4515  -0.61
5 O -0.3780 -1.1592 -0.3406  -0.91
6 H 1.8927 -0.0676 0.7399  0.18
7 H -1.8619 -1.8973 2.1059  0.44
8 H -1.0164 -0.9985 -1.5997  0.50
9 H 1.1097 2.2651 1.4564  0.19
10 H 2.5432 2.2341 0.4468  0.19
11 H -1.1159 -1.9793 0.6525  0.51
12 O -1.4333 -2.4841 1.4906  -1.04
13 H 0.9050 2.6919 -0.2306  0.20
14 C 1.2640 0.5710 0.0992  -0.42
15 H -0.7411 0.8525 -0.5282  0.12
16 C -0.1861 0.1518 0.1315  -0.05
17 H -2.0017 -1.7673 -2.5566  0.44



Energetically preferred structure: Q | next structure: +160.9 kJ/mol